# 1
{"formula": "C45H46AlGeINO3P2S2Se", "method": "ωB97M-V with the def2-TZVPD basis set", "symbols": ["C", "C", "C", "C", "C", "C", "H", "C", "H", "C", "C", "C", "H", "C", "C", "C", "H", "H", "H", "C", "H", "H", "H", "H", "C", "C", "H", "C", "H", "C", "H", "C", "C", "S", "H", "C", "H", "C", "H", "H", "H", "C", "C", "C", "H", "C", "H", "P", "C", "H", "C", "C", "H", "C", "H", "H", "Se", "Ge", "H", "S", "O", "C", "C", "C", "I", "H", "C", "C", "H", "H", "H", "C", "H", "H", "Al", "H", "H", "H", "C", "C", "P", "C", "H", "H", "H", "O", "N", "H", "H", "H", "H", "H", "C", "H", "O", "C", "C", "C", "C", "H", "H", "H", "C"], "coordinates": [[5.23, -0.02, -0.64], [6.70, -0.47, -2.46], [3.85, 6.23, -0.54], [3.27, 3.90, -2.37], [-4.19, 3.28, 2.17], [2.15, 0.37, 1.64], [-0.02, -2.04, 0.81], [2.87, 0.17, 3.94], [1.41, 2.97, 0.21], [3.71, -4.07, 0.09], [-4.74, 2.43, 1.24], [-5.75, 0.85, -0.83], [4.08, 3.34, -1.91], [1.39, -3.52, 0.25], [-4.40, 0.89, -0.62], [-2.66, -2.88, 2.89], [-3.21, -3.37, -0.44], [4.82, -3.75, -0.02], [3.14, 3.12, 0.52], [4.76, -1.79, -2.26], [0.36, 6.22, -0.74], [4.23, 1.91, -4.11], [0.64, 6.26, -2.55], [1.53, 1.80, 3.11], [2.80, -0.83, 1.32], [-6.48, -3.21, -2.16], [4.07, -2.56, -2.54], [-1.97, 3.18, 1.17], [-6.80, 2.70, 1.79], [2.68, -3.14, -0.05], [3.56, 0.58, -3.16], [4.37, -1.03, -1.14], [-6.12, 2.23, 1.09], [-1.11, -0.23, 1.92], [2.86, 0.85, -4.65], [-5.55, -2.42, -4.21], [-4.29, -1.42, 3.15], [-6.61, 1.59, 0.01], [-0.92, 3.37, 1.22], [0.08, -5.25, 0.87], [-3.89, -1.04, -3.94], [2.17, -5.70, 0.89], [3.41, -1.06, 3.62], [-4.66, -1.65, -2.08], [-5.57, -2.36, -0.33], [5.92, -1.51, -2.98], [-4.86, 3.81, 2.89], [2.79, -1.39, -0.37], [1.09, -4.85, 0.63], [2.77, 0.53, 4.99], [3.44, -1.54, 2.33], [-6.44, -3.24, -3.54], [4.26, -6.02, 0.85], [-3.83, 1.86, 0.29], [6.27, -2.11, -3.85], [7.58, -0.19, -2.98], [1.97, 2.54, -3.00], [2.42, 4.99, -1.04], [1.59, 0.86, 0.89], [-1.08, -0.52, 4.02], [-2.60, -0.89, 4.19], [-4.59, -1.72, -3.49], [3.30, 1.38, -3.84], [-2.74, -3.48, 1.73], [-1.08, 1.75, -1.27], [3.60, 4.44, -3.25], [0.76, 5.66, -1.55], [-2.85, 3.58, 2.25], [-0.56, -3.29, 0.00], [-2.41, 4.20, 3.07], [-2.48, -4.54, 1.50], [-2.88, -0.61, 1.76], [-7.14, -3.88, -1.67], [-5.55, -2.37, -5.30], [0.21, -1.18, -1.68], [0.10, 4.84, -1.72], [3.98, 6.17, 0.54], [-6.16, 0.08, -1.56], [-3.13, -2.76, 0.52], [6.38, 0.27, -1.33], [-3.33, -0.59, -1.27], [2.18, 3.67, 0.43], [-3.43, 0.30, 1.67], [-2.27, -3.33, 3.79], [-7.21, -3.73, -4.15], [-0.26, -1.65, 4.21], [0.27, -2.69, 0.06], [3.64, 7.22, -0.85], [7.08, 0.99, -0.96], [3.97, -2.45, 2.14], [1.99, 4.09, 1.39], [-7.71, 1.53, -0.22], [2.18, 0.89, 2.92], [3.89, -1.66, 4.44], [-0.90, 0.68, 4.73], [-3.15, -1.44, 0.48], [-5.60, -2.39, -1.39], [-2.49, 2.35, 0.24], [-3.21, -1.45, 3.00], [1.87, -6.74, 1.25], [5.01, 0.45, 0.31], [4.76, 5.97, -1.03], [3.46, -5.33, 0.63]], "mulliken_charge": [-0.346, -0.432, -1.368, -1.110, -0.732, -0.021, -0.262, -0.692, -0.419, 0.033, 1.380, -0.393, 0.421, 0.349, 0.556, -1.021, 0.338, 0.253, 0.301, -0.153, 0.367, 0.341, 0.278, 0.379, 0.196, -0.873, 0.499, -0.051, 0.452, -0.325, -0.261, 0.144, -1.218, 0.660, 0.475, -0.471, 0.581, -0.666, 0.712, 0.276, 0.368, -0.498, -0.696, -0.341, 0.583, -0.985, 0.354, 1.101, -0.766, 0.303, -0.646, -0.473, 0.470, -0.316, 0.395, 0.424, 0.107, 0.490, 0.516, 1.047, -0.534, -0.756, -0.380, -0.281, 0.070, 0.562, -0.777, -1.117, 0.269, 0.374, 0.524, 0.810, 0.418, 0.405, 0.357, 0.177, 0.396, 0.388, -0.695, -0.806, -0.144, -0.698, -1.236, 0.578, 0.351, -0.511, 0.386, 0.415, 0.500, 0.518, 0.577, 0.373, -0.162, 0.343, -0.608, 0.935, 0.484, 0.216, -0.575, 0.316, 0.394, 0.399, -0.873], "gap_ev": 7.3, "max_force_ev_per_a": 3.39, "charge": 1}


# 2
{"formula": "C16H46O7", "method": "ωB97M-V with the def2-TZVPD basis set", "symbols": ["H", "H", "H", "H", "H", "H", "H", "H", "O", "H", "C", "O", "H", "H", "C", "H", "H", "C", "H", "H", "C", "H", "H", "C", "C", "O", "C", "O", "H", "H", "H", "H", "O", "H", "C", "H", "H", "C", "H", "C", "H", "H", "H", "H", "C", "H", "H", "C", "H", "H", "O", "H", "C", "H", "C", "O", "H", "H", "H", "H", "C", "H", "H", "H", "H", "H", "H", "C", "H"], "coordinates": [[0.03, 1.64, 1.37], [0.81, -4.72, 1.40], [-4.01, -2.34, 2.65], [0.34, 4.35, 0.23], [3.66, 1.74, -5.67], [-4.36, 0.33, 4.25], [3.79, 1.39, 3.89], [-2.45, -0.97, -4.31], [-2.80, -3.19, -5.21], [3.87, -1.64, 1.38], [1.62, 1.60, -4.64], [5.47, -0.83, 3.13], [-0.48, 5.13, 3.40], [0.01, 6.74, 2.02], [2.69, 1.28, -5.83], [3.91, -1.27, 4.31], [-0.90, 0.24, 1.12], [-4.04, -0.71, 4.18], [1.51, 5.55, 0.47], [-3.02, -0.62, 4.54], [3.63, 0.65, 3.10], [-0.55, -2.27, 1.46], [-1.85, -3.30, -3.35], [4.10, -0.85, 3.32], [-0.36, 5.80, 1.61], [0.87, -0.18, -1.21], [3.51, -1.87, 2.38], [-4.79, -1.42, 5.09], [3.72, -2.89, 2.70], [0.56, 1.40, -4.80], [2.44, -1.68, 2.34], [-1.92, 0.40, -0.74], [1.98, 0.95, -3.44], [2.33, 1.53, -6.83], [0.06, 0.68, 0.85], [0.96, 1.68, -0.80], [5.62, -0.35, 2.31], [-3.04, -1.50, -3.57], [-5.10, -0.94, 2.38], [-4.15, -1.27, 2.80], [2.55, 0.64, 3.04], [0.59, -3.14, -0.63], [-3.63, -3.52, -3.47], [-4.24, -2.18, 5.29], [-0.42, -3.43, -0.37], [-1.13, -2.77, -0.88], [1.35, 4.37, 1.75], [-2.77, -2.95, -3.81], [-0.50, -4.49, -0.60], [3.96, 1.14, 2.19], [-1.00, 4.96, 2.61], [1.67, 2.69, -4.57], [-1.20, 1.04, -1.26], [-1.48, -3.69, 1.46], [0.23, 0.89, -0.63], [0.48, -3.94, 1.86], [-1.13, 0.84, -2.33], [-1.03, 5.98, 0.77], [0.82, 0.08, 1.34], [-4.07, -1.16, -3.72], [-0.53, -3.30, 1.09], [2.89, 1.23, -3.32], [2.92, 0.23, -5.95], [-3.36, -0.75, 2.25], [1.08, 0.20, -2.07], [-1.75, 1.97, -1.24], [-2.77, -1.32, -2.53], [0.78, 4.95, 1.03], [-1.97, -2.87, -5.58]], "nbo_charge": [0.218, 0.461, 0.210, 0.208, 0.205, 0.173, 0.220, 0.198, -0.723, 0.195, -0.061, -0.714, 0.462, 0.163, -0.658, 0.177, 0.196, -0.064, 0.202, 0.148, -0.651, 0.173, 0.166, 0.099, -0.071, -0.738, -0.619, -0.705, 0.221, 0.188, 0.211, 0.207, -0.728, 0.223, -0.624, 0.159, 0.455, -0.628, 0.211, -0.636, 0.206, 0.223, 0.178, 0.460, -0.643, 0.224, 0.211, -0.069, 0.196, 0.200, -0.717, 0.159, -0.644, 0.146, 0.081, -0.726, 0.204, 0.178, 0.218, 0.213, -0.055, 0.476, 0.215, 0.204, 0.490, 0.213, 0.209, -0.635, 0.456], "gap_ev": 10.1, "max_force_ev_per_a": 2.45, "smiles": "CC(C)O.CC(C)O.CCO.CCO.CCO.CCO.CCO"}


Question: Which formula does entry 1 have?
Answer: C45H46AlGeINO3P2S2Se